No. 1
Formula: C49H79N18O7P2
Source: the Open Molecules 2025 dataset
Level of theory: ωB97M-V/def2-TZVPD

Last column: Mulliken charge in e.
Positions of all 155 atoms, in Å:
C 2.814 7.106 -3.799  -0.68
C 3.099 6.033 -3.011  -0.67
C 2.873 4.633 -2.184  -0.08
C 1.578 4.712 -1.173  -0.20
N 0.525 3.667 -1.592  0.35
P -0.383 3.537 -3.135  -0.16
C 0.424 4.575 -4.508  0.05
O -1.992 4.205 -2.975  -0.49
C 0.288 2.763 -0.581  -0.22
C -1.101 1.967 -0.375  -0.58
C -1.595 1.871 1.175  0.16
O -1.147 2.574 2.173  -0.44
O -2.617 0.845 1.530  -0.26
C 1.704 2.726 0.212  0.31
C 1.930 1.700 1.448  -0.28
C 2.996 0.554 0.911  -0.52
P 3.416 -0.749 2.229  0.75
O 4.232 0.005 3.347  -0.66
O 1.989 -1.517 2.826  -0.37
C 2.040 -1.666 4.299  -0.45
C 1.443 -0.245 4.897  -0.24
O 4.337 -1.985 1.436  -0.36
C 5.764 -1.888 1.764  -0.32
C 6.523 -0.668 0.974  -0.52
C 1.865 4.318 0.410  -0.50
N 0.587 4.789 1.059  -0.14
N 3.176 4.904 0.843  0.40
C 3.218 6.411 0.651  -0.86
C 3.453 4.699 2.301  0.57
C 2.778 5.500 3.536  -1.02
O 4.347 3.792 2.606  -0.56
H 2.746 8.105 -4.408  0.34
H 3.858 4.388 -1.627  0.45
H 2.689 3.765 -2.934  0.49
H 0.938 5.689 -1.236  0.45
H 1.547 4.271 -4.717  -0.27
H -0.131 4.355 -5.523  -0.09
H 0.348 5.722 -4.356  0.29
H -2.496 3.701 -3.687  0.35
H -1.125 0.893 -0.803  0.40
H -1.941 2.576 -0.938  0.40
H -3.059 1.267 2.331  0.50
H 2.503 2.399 -0.584  0.41
H 2.326 2.185 2.419  0.29
H 0.976 1.094 1.750  0.18
H 3.919 1.130 0.507  0.29
H 2.407 -0.016 0.066  0.20
H 1.385 -2.585 4.626  0.35
H 3.108 -1.890 4.697  0.27
H 0.278 -0.381 4.883  0.16
H 1.866 -0.013 5.947  0.32
H 1.708 0.588 4.112  -0.19
H 6.253 -2.876 1.366  0.30
H 5.952 -1.877 2.908  0.30
H 5.871 0.285 1.032  -0.01
H 6.628 -0.948 -0.157  0.24
H 7.555 -0.426 1.474  0.31
H 0.610 4.596 2.077  0.15
H 0.377 5.781 0.849  0.40
H 3.665 6.668 -0.387  0.12
H 2.206 6.940 0.838  0.25
H 3.966 6.863 1.438  0.46
H 1.885 4.930 4.042  0.27
H 2.418 6.571 3.291  0.32
H 3.617 5.615 4.351  0.34
C -3.457 -2.566 4.078  -0.66
C -3.348 -1.311 3.246  0.42
N -3.258 -0.295 2.574  -0.62
H -2.697 -2.556 4.863  0.29
H -4.445 -2.624 4.539  0.20
H -3.306 -3.445 3.447  0.14
C -0.950 6.941 -8.305  -0.69
C -1.728 5.954 -7.469  0.44
N -2.352 5.160 -6.797  -0.49
H -1.474 7.899 -8.333  0.32
H 0.044 7.090 -7.877  0.20
H -0.846 6.562 -9.325  0.28
C -3.099 3.353 4.671  -0.25
C -4.276 4.257 4.953  0.19
N -5.221 4.981 5.181  -0.47
H -2.190 3.783 5.097  0.26
H -3.269 2.370 5.115  0.25
H -2.967 3.240 3.593  -0.03
C -3.621 -6.891 3.797  -0.83
C -4.796 -5.991 4.091  0.33
N -5.752 -5.267 4.329  -0.48
H -2.709 -6.463 4.221  0.30
H -3.788 -7.877 4.235  0.40
H -3.495 -6.999 2.717  0.28
C -4.805 3.431 8.853  -0.72
C -3.372 3.570 8.402  0.38
N -2.210 3.683 8.040  -0.48
H -5.304 2.652 8.271  0.24
H -4.838 3.162 9.911  0.32
H -5.334 4.376 8.709  0.27
C 0.377 -7.835 1.843  -0.76
C -0.688 -8.562 2.628  0.40
N -1.543 -9.147 3.257  -0.43
H 1.367 -8.142 2.188  0.28
H 0.281 -8.069 0.781  0.28
H 0.269 -6.757 1.982  0.27
C -2.870 -12.680 1.418  -0.70
C -1.710 -11.796 1.028  0.42
N -0.780 -11.086 0.715  -0.48
H -3.774 -12.360 0.896  0.33
H -2.653 -13.717 1.153  0.27
H -3.040 -12.616 2.496  0.14
C -2.877 1.797 -8.879  -0.64
C -1.712 2.678 -9.260  0.49
N -0.776 3.386 -9.566  -0.57
H -3.775 2.119 -9.409  0.07
H -2.661 0.759 -9.142  0.37
H -3.057 1.862 -7.804  0.28
C 2.020 2.886 -7.911  -0.60
C 2.545 2.663 -6.514  0.54
N 2.974 2.482 -5.376  -0.56
H 2.420 2.125 -8.585  0.38
H 0.929 2.824 -7.912  0.01
H 2.321 3.873 -8.270  0.24
C -1.642 -13.703 5.352  -0.44
C -2.859 -14.458 4.875  0.33
N -3.836 -15.065 4.491  -0.46
H -0.947 -13.555 4.524  -0.07
H -1.940 -12.728 5.745  0.30
H -1.140 -14.267 6.142  0.32
C -6.718 1.597 -11.609  -0.77
C -6.188 1.375 -10.214  0.49
N -5.762 1.196 -9.093  -0.50
H -6.320 0.837 -12.284  0.27
H -7.809 1.536 -11.607  0.29
H -6.418 2.584 -11.968  0.27
C 5.328 5.413 -6.766  -0.58
C 4.291 6.346 -7.346  0.41
N 3.458 7.095 -7.810  -0.54
H 4.903 4.867 -5.921  0.06
H 5.652 4.700 -7.528  0.34
H 6.194 5.983 -6.423  0.30
C -8.001 -2.918 5.113  -0.69
C -8.024 -1.592 5.834  0.31
N -8.041 -0.527 6.414  -0.42
H -9.022 -3.269 4.947  0.35
H -7.502 -2.808 4.148  0.23
H -7.463 -3.657 5.710  0.24
C 1.413 -15.650 2.884  -0.73
C 1.403 -14.322 3.602  0.43
N 1.395 -13.255 4.179  -0.48
H 0.389 -15.992 2.720  0.26
H 1.913 -15.546 1.918  0.28
H 1.945 -16.392 3.483  0.29
C 7.467 6.552 -2.131  -0.70
C 6.696 7.260 -3.219  0.43
N 6.077 7.828 -4.093  -0.46
H 8.217 5.893 -2.575  0.29
H 7.969 7.285 -1.495  0.30
H 6.786 5.957 -1.520  0.16

Results
Net charge: +1
Frontier orbital gap (eV): 7.2
E (Eh): -4108.5299
Multiplicity: 1
F_max (eV/Å): 18.00
HOMO level (eV): -11.12
E_LUMO (eV): -3.886

***

No. 2
Formula: C29H32I2NPW
Source: the Open Molecules 2025 dataset
Level of theory: ωB97M-V/def2-TZVPD

Last column: Mulliken charge in e.
Positions of all 66 atoms, in Å:
W -0.031 -1.295 0.094  0.64
C -4.106 -0.886 0.537  -1.30
C -3.450 -2.212 0.946  0.50
C -3.312 -2.260 2.467  -1.34
C -2.164 -2.480 0.214  0.72
C -1.970 -2.040 -1.122  -0.55
C -0.838 -2.430 -1.882  -0.82
C 0.197 -3.227 -1.339  0.07
C 1.288 -3.756 -2.202  -1.50
C 0.048 -3.623 0.026  -0.37
C -1.117 -3.290 0.755  -1.27
H -5.001 -0.743 1.137  0.48
H -4.434 -0.863 -0.498  0.45
H -3.433 -0.048 0.736  0.29
H -4.137 -3.022 0.657  0.29
H -2.601 -1.508 2.812  0.23
H -3.029 -3.238 2.841  0.45
H -4.273 -2.022 2.913  0.43
H -2.808 -1.588 -1.645  0.75
H -0.835 -2.239 -2.954  0.82
H 0.866 -4.529 -2.857  0.38
H 2.081 -4.242 -1.635  0.49
H 1.704 -3.006 -2.877  0.42
H 0.735 -4.361 0.437  0.64
H -1.273 -3.779 1.715  0.71
I 0.313 -1.460 3.061  0.40
C 1.446 -0.353 4.660  -0.92
I 2.728 1.198 4.002  0.29
H 2.013 -1.144 5.149  0.54
H 0.659 0.033 5.305  0.48
N 2.291 -1.287 0.060  -0.50
C 3.039 -0.018 0.050  -0.08
C 4.423 0.001 -0.009  -0.57
C 5.093 1.220 -0.047  -0.80
C 4.387 2.413 -0.010  -0.88
C 3.005 2.403 0.077  -0.94
C 2.318 1.186 0.091  0.42
P 0.518 1.094 0.260  2.02
C -0.122 2.757 0.611  0.56
C -0.154 3.206 1.936  -0.34
C -0.505 4.517 2.209  -0.79
C -0.853 5.373 1.172  -0.62
C -0.819 4.925 -0.141  -0.85
C -0.474 3.616 -0.437  -0.08
C -0.143 0.551 -1.404  0.21
C 0.699 0.310 -2.525  -0.31
C 0.181 0.355 -3.809  -0.99
C -1.170 0.646 -4.015  -0.65
C -2.013 0.896 -2.932  -0.89
C -1.515 0.854 -1.642  -0.52
H 2.635 -1.826 0.870  0.50
H 2.628 -1.832 -0.751  0.41
H 4.993 -0.918 -0.019  0.57
H 6.173 1.224 -0.098  0.50
H 4.918 3.352 -0.043  0.52
H 2.462 3.335 0.132  0.52
H 0.084 2.534 2.749  0.35
H -0.517 4.873 3.229  0.49
H -1.152 6.389 1.391  0.47
H -1.048 5.606 -0.949  0.48
H -0.458 3.282 -1.464  0.44
H 1.767 0.187 -2.379  0.56
H 0.826 0.199 -4.662  0.53
H -1.554 0.714 -5.024  0.52
H -3.047 1.155 -3.120  0.61
H -2.154 1.123 -0.805  0.76

Results
Net charge: +4
Frontier orbital gap (eV): 4.9
E (Eh): -2181.2507
Multiplicity: 1
Energy relative to the best compared isomer or geometry (same formula, charge and spin) (eV): 1.696
F_max (eV/Å): 2.42
HOMO level (eV): -20.06
E_LUMO (eV): -15.123

***

No. 3
Formula: C5H10N3
Source: the Open Molecules 2025 dataset
Level of theory: ωB97M-V/def2-TZVPD

Last column: natural (NBO) charge in e.
Positions of all 18 atoms, in Å:
C -1.392 2.706 -0.525  -0.06
C -1.320 1.346 -0.908  0.00
C 0.134 -1.170 1.521  -0.70
C 1.412 -0.114 -1.445  -0.42
C -0.360 -0.639 0.233  -0.01
N -1.179 2.747 0.787  -0.11
N -1.028 1.541 1.217  -0.12
N -0.995 0.601 0.187  -0.14
H -1.528 3.550 -1.151  0.26
H -1.715 1.019 -1.872  0.27
H -0.661 -1.309 2.301  0.24
H 0.839 -0.584 2.012  0.23
H 0.635 -2.230 1.353  0.28
H 1.542 -1.033 -1.999  0.21
H 2.188 0.164 -0.733  0.21
H 0.765 0.659 -1.855  0.18
H -0.744 -1.410 -0.402  0.24
H -0.729 1.314 2.156  0.45

Results
Net charge: +1
Frontier orbital gap (spin up / spin down) (eV): 7.6 / 8.0
E (Eh): -360.3560
Multiplicity: 1
Energy relative to the best compared isomer or geometry (same formula, charge and spin) (eV): 5.963
F_max (eV/Å): 3.04
HOMO level (spin up / spin down) (eV): -13.00 / -12.85
E_LUMO (spin up / spin down) (eV): -5.407 / -4.898

***

No. 4
Formula: C2H5NO2
Source: the Open Molecules 2025 dataset
Level of theory: ωB97M-V/def2-TZVPD

Last column: natural (NBO) charge in e.
Positions of all 10 atoms, in Å:
C 0.199 -1.386 -0.160  -0.72
C 0.017 0.024 0.396  0.61
H -0.837 -2.001 0.259  0.26
H 1.196 -1.881 0.264  0.26
H 0.191 -1.414 -1.397  0.23
H 0.404 1.144 -1.399  0.39
H -0.846 1.858 0.823  0.48
N 0.371 1.135 -0.379  -0.33
O -0.589 0.205 1.450  -0.63
O -0.106 2.316 0.143  -0.55

Results
Net charge: 0
Structure (SMILES): CC(=O)NO
Frontier orbital gap (eV): 10.2
E (Eh): -284.3521
Multiplicity: 1
Energy relative to the best compared isomer or geometry (same formula, charge and spin) (eV): 3.136
F_max (eV/Å): 3.94
HOMO level (eV): -9.49
E_LUMO (eV): 0.714

***

No. 5
Formula: C4H12N2S
Source: the Open Molecules 2025 dataset
Level of theory: ωB97M-V/def2-TZVPD

Last column: natural (NBO) charge in e.
Positions of all 19 atoms, in Å:
C -1.012 -0.291 -0.708  -0.22
N -1.905 0.731 -0.135  -0.65
C -3.039 0.212 0.638  -0.06
N -2.504 -0.106 2.038  -0.89
C 0.457 0.407 -0.868  -0.46
C 1.559 -0.119 0.144  -0.49
S 3.291 -0.349 -0.620  -0.06
H -0.838 -1.161 -0.021  0.17
H -1.437 -0.681 -1.712  0.19
H -1.288 1.368 0.412  0.36
H -3.585 -0.616 0.206  0.20
H -3.711 1.127 0.649  0.18
H -2.512 0.609 2.678  0.36
H -2.943 -0.982 2.470  0.36
H 0.789 0.306 -1.970  0.22
H 0.190 1.488 -1.060  0.23
H 1.746 0.619 0.973  0.23
H 1.143 -1.116 0.370  0.22
H 2.856 -1.012 -1.627  0.10

Results
Net charge: 0
Structure (SMILES): NCNCCCS
Frontier orbital gap (eV): 9.8
E (Eh): -667.2255
Multiplicity: 1
Energy relative to the best compared isomer or geometry (same formula, charge and spin) (eV): 1.889
F_max (eV/Å): 5.32
HOMO level (eV): -8.81
E_LUMO (eV): 1.029

***

No. 6
Formula: C4H7NO2
Source: the Open Molecules 2025 dataset
Level of theory: ωB97M-V/def2-TZVPD

Last column: natural (NBO) charge in e.
Positions of all 14 atoms, in Å:
C 0.814 0.209 -0.027  -0.57
C -1.677 1.324 0.030  -0.69
C 1.198 -1.140 -0.148  0.87
C -1.011 -0.022 -0.019  0.32
O 2.825 -0.480 -0.262  -0.89
N -1.698 -1.085 -0.034  -0.64
O 0.925 -2.275 -0.008  -0.47
H 3.339 -1.031 0.355  0.46
H -1.145 -1.953 -0.040  0.36
H 0.965 0.805 -0.922  0.28
H 0.973 0.653 0.950  0.28
H -1.380 1.915 -0.840  0.22
H -2.764 1.220 0.035  0.24
H -1.365 1.860 0.930  0.22

Results
Net charge: 0
Structure (SMILES): [H]/N=C(/C)CC(=O)O
Frontier orbital gap (eV): 9.5
E (Eh): -361.7475
Multiplicity: 1
Energy relative to the best compared isomer or geometry (same formula, charge and spin) (eV): 3.629
F_max (eV/Å): 7.58
HOMO level (eV): -9.10
E_LUMO (eV): 0.389